{"formula": "C35H52Cl2O4P4Pb", "method": "wB97M-V/def2-TZVPD", "species": ["H", "C", "C", "C", "C", "O", "C", "C", "H", "C", "H", "H", "H", "H", "Pb", "H", "C", "C", "H", "C", "H", "O", "H", "H", "C", "C", "H", "C", "H", "P", "H", "C", "Cl", "H", "C", "O", "H", "C", "H", "H", "H", "C", "C", "P", "H", "H", "C", "H", "H", "H", "C", "C", "H", "H", "C", "C", "H", "C", "H", "C", "C", "O", "H", "H", "H", "H", "H", "C", "Cl", "H", "H", "H", "H", "H", "H", "P", "H", "H", "H", "C", "H", "C", "H", "P", "H", "C", "C", "H", "H", "C", "H", "C", "H", "C", "H", "H", "H", "C"], "xyz": [[-3.265, 3.196, 0.949], [6.085, -1.750, 2.477], [-1.078, 1.335, 0.418], [0.414, 1.728, -5.713], [-3.364, -3.069, -3.464], [4.914, -1.058, 0.422], [-0.560, 1.734, 1.827], [-1.124, -4.702, -3.778], [3.527, 3.613, 3.786], [-1.232, 0.059, -5.238], [-0.953, 0.844, -7.188], [-1.300, -0.751, 4.843], [-2.573, -2.031, 4.734], [4.196, -2.533, 1.799], [1.680, -1.347, 1.960], [0.894, 2.364, -6.447], [-0.616, 0.885, -6.153], [3.725, 2.328, 2.090], [-2.712, -2.765, 1.699], [-0.897, 0.101, -3.865], [0.520, 0.908, -2.382], [4.330, 1.017, 1.829], [-3.440, -1.761, -0.505], [-0.896, -4.171, 4.716], [-1.909, -1.363, 4.163], [0.165, 0.937, -3.410], [-2.187, 1.052, 0.420], [3.959, 2.638, 3.548], [-4.205, -2.394, -3.322], [-0.765, -2.339, 3.123], [6.987, -1.297, 2.053], [-0.396, 0.076, 0.040], [2.461, -1.045, 4.554], [4.246, 3.028, 1.430], [-2.060, -2.575, -3.168], [3.790, 0.955, -0.687], [-2.352, -4.156, 2.791], [-4.847, -0.155, -0.147], [-0.276, -5.391, -3.893], [-1.344, -3.856, 1.330], [-0.836, 1.990, -1.469], [-3.807, -0.785, -0.835], [0.436, -0.824, 0.488], [-1.259, 3.335, 2.306], [-2.498, -0.691, 3.520], [0.699, 1.201, 3.499], [-5.304, 1.112, -0.538], [-5.014, 2.774, -1.913], [-6.162, 1.570, -0.049], [-0.804, 4.463, 0.244], [-3.596, 1.205, -2.231], [-3.238, -0.143, -1.971], [-5.349, -0.656, 0.691], [-1.518, 3.037, 4.679], [3.808, 0.285, -2.006], [-4.667, 1.791, -1.579], [1.617, 2.423, -4.073], [-1.913, -3.380, 2.142], [3.504, 1.876, 4.193], [4.246, 1.306, -3.017], [-0.934, 3.697, 4.028], [-0.644, 2.342, -0.563], [-3.514, 4.247, 2.368], [4.341, 0.821, -3.995], [5.599, -1.045, 3.172], [-1.203, 4.732, 4.275], [-0.960, 5.647, 1.581], [0.368, 1.003, 2.467], [1.920, -3.717, 0.791], [3.516, 2.119, -3.107], [5.555, -2.979, 0.757], [0.129, 3.562, 4.255], [4.525, -0.550, -1.964], [-3.081, 1.722, -3.041], [-3.489, 2.477, 2.569], [3.766, 0.057, 0.657], [-4.500, -4.607, -4.393], [0.398, -1.640, -0.292], [5.034, 2.683, 3.754], [-0.078, -3.558, 4.310], [0.462, -3.000, 5.088], [-3.043, 3.315, 2.017], [5.220, 1.727, -2.748], [-2.316, -0.853, -3.330], [0.651, -4.178, 3.767], [-2.381, -5.121, -4.229], [0.803, 1.745, -4.368], [2.649, 2.321, 1.852], [2.804, -0.110, -2.216], [-0.565, 4.662, 1.295], [0.037, -3.131, -2.816], [5.142, -2.169, 1.385], [0.526, 4.678, 1.409], [-0.926, -3.438, -3.214], [-2.050, -0.617, -5.516], [6.365, -2.638, 3.047], [-2.511, -6.081, -4.711], [-3.505, -4.303, -4.062]], "forces_ev_per_a": [[0.1, 0.0, 0.2], [-0.1, 0.3, 0.2], [-0.2, -1.0, -2.7], [-0.5, -0.3, 0.0], [1.1, -0.7, -0.3], [-1.3, 0.9, 0.5], [1.1, -1.0, 0.1], [0.1, -0.5, 0.0], [0.0, 0.0, 0.0], [0.7, 0.6, -0.2], [0.3, 0.2, 0.2], [-0.3, -0.2, 0.0], [0.3, 0.2, -0.2], [0.0, 0.2, -0.2], [1.9, -0.3, 4.4], [0.1, 0.1, 0.2], [0.6, 0.0, -0.1], [0.1, 0.1, 0.0], [0.3, -0.2, 0.1], [0.3, 0.4, -0.6], [-0.1, 0.1, -0.1], [-0.8, -0.7, -1.3], [-0.3, 0.2, -0.3], [0.4, 0.2, 0.0], [0.4, 0.6, -0.2], [-0.8, -0.6, -1.1], [1.0, 1.1, -0.1], [0.1, 0.0, 0.1], [-0.1, -0.2, -0.3], [-0.1, -1.3, 0.8], [-0.1, -0.1, 0.1], [2.7, -1.3, 3.4], [-0.3, -0.2, -1.8], [-0.2, 0.0, 0.1], [-0.1, -1.8, 0.5], [-0.4, -1.3, 1.4], [0.2, 0.3, -0.2], [-0.2, 0.3, 0.2], [-0.4, 0.4, 0.1], [-0.3, 0.0, 0.2], [0.0, 0.4, 0.9], [0.2, 0.4, -0.7], [-6.4, 2.6, -8.1], [-0.2, 0.4, -0.2], [0.1, -0.2, 0.3], [-0.2, 0.5, -0.4], [0.0, -0.2, 0.0], [0.1, -0.3, 0.3], [0.2, -0.2, -0.1], [0.1, 0.0, 0.3], [-0.2, -0.7, -0.1], [0.1, 0.9, 1.7], [0.3, 0.2, -0.4], [0.1, 0.0, -0.2], [0.2, -0.4, -0.1], [0.2, 0.3, 0.2], [-0.5, -0.4, -0.1], [0.2, 0.2, -0.5], [0.1, 0.2, -0.2], [-0.1, 0.3, -0.2], [0.1, -0.1, 0.5], [-1.2, -0.9, 0.5], [0.3, -0.2, -0.1], [0.0, 0.1, 0.1], [0.3, -0.2, -0.3], [0.0, -0.2, -0.3], [0.0, -0.4, 0.1], [-0.1, 0.5, 1.1], [0.0, 1.2, 0.8], [0.2, -0.2, 0.1], [-0.3, 0.5, 0.3], [-0.2, 0.0, -0.1], [-0.3, 0.3, 0.1], [-0.3, 0.0, 0.0], [0.1, 0.2, -0.1], [2.3, -0.2, 0.5], [0.4, -0.2, 0.1], [0.2, -0.1, 0.7], [-0.2, 0.0, 0.0], [0.2, 0.3, -0.3], [-0.2, -0.3, -0.1], [-0.2, -0.1, 0.1], [-0.2, -0.1, 0.0], [0.0, 0.7, 1.5], [-0.3, 0.0, 0.2], [0.0, 0.5, 0.1], [0.1, 0.1, 0.1], [0.3, -0.2, -0.1], [0.2, 0.2, 0.1], [0.2, 0.0, -0.1], [0.0, 0.1, -0.4], [0.3, -0.2, -0.6], [-0.2, 0.0, 0.0], [-1.6, 0.6, -0.3], [0.5, 0.5, -0.4], [0.0, 0.0, 0.0], [0.2, 0.0, 0.0], [-0.3, -0.3, 0.5]], "total_charge": 2, "e_lumo_ev": [-8.38, -8.37], "gap_ev": [2.83, 2.85], "total_energy_ev": -112756.005, "homo_ev": [-11.21, -11.22]}